# C24H25NO5PSSe2W

A structure of composition C24H25NO5PSSe2W (ωB97M-V with the def2-TZVPD basis set, the Open Molecules 2025 dataset).

## Properties
multiplicity	1
HOMO-LUMO gap	7.399	eV
molar mass	812.3	g mol⁻¹
largest force on an atom	1.1	eV Å⁻¹
lowest unoccupied orbital energy	-4.2	eV
total charge	+1

CARTESIAN COORDINATES (ANGSTROEM)
W: -0.11 1.19 0.01
Se: 0.37 1.70 2.16
P: -1.71 3.04 -0.11
Se: -2.71 1.13 -0.13
C: -2.01 4.12 1.28
C: -1.19 5.25 1.42
C: -1.35 6.06 2.53
C: -2.32 5.76 3.48
C: -3.12 4.64 3.33
C: -2.97 3.81 2.23
C: -1.80 3.93 -1.66
C: -1.26 3.35 -2.80
C: -1.36 4.01 -4.01
C: -1.98 5.25 -4.08
C: -2.52 5.83 -2.94
C: -2.43 5.17 -1.72
H: -0.43 5.47 0.68
H: -0.73 6.94 2.65
H: -2.44 6.41 4.34
H: -3.88 4.41 4.08
H: -3.59 2.93 2.11
H: -0.78 2.38 -2.76
H: -0.95 3.56 -4.91
H: -2.05 5.76 -5.03
H: -3.01 6.79 -3.00
H: -2.86 5.62 -0.83
C: 6.21 4.85 2.58
C: 5.24 4.12 1.70
C: 4.91 4.62 0.44
C: 4.05 3.93 -0.40
C: 3.50 2.73 0.05
C: 3.81 2.21 1.29
C: 4.68 2.91 2.11
S: 2.41 1.90 -1.04
O: 2.98 1.83 -2.35
O: 1.09 2.65 -0.97
N: 1.98 0.52 -0.36
C: 2.05 -0.64 -1.24
C: 0.82 -0.69 -2.13
O: 0.70 -1.43 -3.06
O: -0.11 0.19 -1.74
H: 6.31 5.89 2.29
H: 7.20 4.39 2.51
H: 5.90 4.80 3.63
H: 5.34 5.55 0.10
H: 3.81 4.31 -1.38
H: 3.39 1.26 1.61
H: 4.94 2.51 3.08
H: 2.10 -1.55 -0.64
H: 2.94 -0.63 -1.88
C: -0.89 -3.18 0.16
O: -0.53 -1.79 -0.09
C: -0.76 -0.82 0.72
C: -1.43 -1.17 2.00
H: -1.96 -3.26 0.31
H: -0.34 -3.56 1.02
H: -0.60 -3.70 -0.75
H: -2.43 -1.55 1.77
H: -1.53 -0.31 2.65
H: -0.90 -1.97 2.51